Entry 1:
ORCA calculation (wB97M-V/def2-TZVPD) on a molecular structure, C29H29LiN2O4P2.

* energy above the lowest of the compared OMol25 structures with the same formula, charge and spin: 0.0233 eV
* highest occupied orbital energy: -6.307 eV
* frontier orbital gap: 6.6 eV
* net charge: 0

Each line ends with the natural charge from an NBO analysis.
Geometry (Å):
Li 0.73695 -1.96604 -0.73551  0.85
O 1.01704 -0.12095 -0.92418  -1.14
P 0.10367 1.05410 -0.94827  1.98
C -1.49187 0.62739 -0.16116  -1.18
P -1.27637 -0.55844 1.20667  1.95
O -0.65541 -1.83509 0.75350  -1.13
C -2.92248 -0.82264 1.88901  -0.36
C -3.22572 -2.11528 2.30817  -0.20
C -4.46928 -2.39429 2.85521  -0.19
C -5.41399 -1.38674 2.98294  -0.19
C -5.12046 -0.09758 2.55841  -0.22
C -3.87896 0.18400 2.01088  -0.21
C -0.29597 0.30787 2.44526  -0.39
C 1.09114 0.21199 2.35105  -0.21
C 1.89455 0.93757 3.21773  -0.20
C 1.31886 1.75444 4.18018  -0.19
C -0.06290 1.83757 4.28891  -0.23
C -0.87019 1.11547 3.42432  -0.15
C -0.32341 1.62411 -2.59159  -0.39
C -0.25934 0.70085 -3.63299  -0.21
C -0.62922 1.10866 -4.90949  -0.19
C -1.05578 2.40722 -5.13970  -0.19
C -1.11160 3.32537 -4.09622  -0.23
C -0.74008 2.93610 -2.82120  -0.20
C 0.80732 2.45242 -0.05095  -0.45
C 0.07367 3.36350 0.70194  -0.19
C 0.71556 4.40530 1.35577  -0.21
C 2.09189 4.54411 1.25325  -0.19
C 2.82885 3.63943 0.50116  -0.21
C 2.19116 2.59410 -0.14659  -0.12
H -2.09258 0.11758 -0.91994  0.29
H -2.03448 1.51892 0.15460  0.26
H -2.48712 -2.89691 2.18451  0.24
H -4.70223 -3.40114 3.17523  0.22
H -6.38507 -1.60658 3.40692  0.22
H -5.86086 0.68633 2.64802  0.22
H -3.66640 1.19238 1.67602  0.21
H 1.53680 -0.40941 1.58357  0.25
H 2.97125 0.86763 3.13562  0.22
H 1.94842 2.32261 4.85288  0.22
H -0.51195 2.46139 5.05085  0.22
H -1.94685 1.17305 3.52565  0.21
H 0.09027 -0.32267 -3.47625  0.30
H -0.57157 0.39781 -5.72342  0.23
H -1.33742 2.71432 -6.13906  0.21
H -1.43194 4.34235 -4.28127  0.21
H -0.75820 3.65686 -2.01159  0.21
H -1.00078 3.26710 0.79659  0.21
H 0.14078 5.10533 1.94805  0.22
H 2.59181 5.35716 1.76373  0.22
H 3.90309 3.74507 0.42412  0.22
H 2.75942 1.86868 -0.71624  0.23
C 3.27150 -5.28190 -1.00479  -0.68
C 2.45868 -4.03261 -1.16628  0.26
N 2.07995 -3.32117 -0.16339  -0.28
O 2.43252 -3.87583 1.08393  -0.59
C 2.05393 -3.59519 -2.50600  -0.01
C 2.72785 -4.08949 -3.74811  -0.67
N 1.06808 -2.73202 -2.54807  -0.11
O 0.66056 -2.31331 -3.69191  -0.62
H 3.00871 -5.78989 -0.08029  0.24
H 4.33450 -5.03404 -0.95463  0.23
H 3.11974 -5.94646 -1.85220  0.22
H 1.88611 -3.36759 1.69143  0.47
H 3.75008 -4.41681 -3.55463  0.20
H 2.73933 -3.27748 -4.47540  0.24
H 2.18644 -4.91858 -4.21474  0.21

Entry 2:
ORCA calculation (wB97M-V/def2-TZVPD) on a single C29H29N3O5 molecule in a non-equilibrium geometry.

* SMILES: COc1ccc(-c2cc(-c3nnc(COC(=O)C[C@@H]4C[C@@H]5CC[C@H]4C5)o3)c3ccccc3n2)cc1OC
* energy above the lowest of the compared OMol25 structures with the same formula, charge and spin: 0.7209 eV
* highest occupied orbital energy: -7.928 eV
* frontier orbital gap: 7.5 eV
* net charge: 0

Each line ends with the natural charge from an NBO analysis.
Geometry (Å):
C -1.61514 -0.61827 5.70135  -0.25
H -1.65525 -0.53528 6.78672  0.20
O -0.68877 -1.64246 5.44022  -0.51
C -0.44036 -1.99623 4.13859  0.23
C -1.03615 -1.36033 3.05483  -0.29
C -0.75491 -1.71794 1.75024  -0.19
C 0.14444 -2.74552 1.48728  -0.09
C 0.72891 -3.39775 2.56877  -0.22
C 0.46169 -3.05020 3.88558  0.33
O 1.14471 -3.79021 4.80295  -0.51
C 0.86186 -3.70525 6.18105  -0.24
H -0.18913 -3.91473 6.39217  0.18
H 1.48296 -4.47226 6.64398  0.19
H 1.12487 -2.72840 6.59208  0.18
H 1.41850 -4.20520 2.38616  0.24
C 0.48005 -3.17961 0.12740  0.22
N 1.00824 -4.37574 -0.00640  -0.41
C 1.32890 -4.83526 -1.22528  0.15
C 1.88693 -6.12935 -1.31485  -0.20
C 2.22594 -6.65227 -2.53042  -0.20
C 2.02432 -5.90961 -3.70436  -0.21
C 1.48746 -4.65083 -3.65539  -0.21
C 1.12801 -4.08363 -2.41990  -0.01
C 0.57345 -2.78388 -2.25515  -0.07
C 0.25613 -2.34295 -0.98886  -0.21
H -0.15138 -1.35387 -0.85445  0.23
C 0.32110 -1.89143 -3.36701  0.45
N 0.45624 -2.08350 -4.64628  -0.29
N 0.08072 -0.95339 -5.26760  -0.28
C -0.27364 -0.11748 -4.34679  0.44
O -0.14493 -0.64136 -3.11642  -0.40
C -0.78753 1.26821 -4.51699  -0.14
H -0.52716 1.63361 -5.51027  0.23
H -1.87778 1.26759 -4.37907  0.23
O -0.19643 2.14551 -3.56847  -0.50
C -0.74510 2.16677 -2.33739  0.81
O -1.72854 1.54576 -2.04055  -0.60
C 0.04097 3.07058 -1.42236  -0.50
H 0.62070 2.43024 -0.75138  0.24
H 0.72782 3.65941 -2.02839  0.23
C -0.90527 3.94429 -0.59809  -0.22
H -1.68045 3.28228 -0.19987  0.23
C -0.25409 4.69443 0.57661  -0.20
H -0.00489 4.04426 1.41457  0.21
C -1.30264 5.77534 0.84361  -0.41
H -2.27860 5.37239 1.10759  0.21
H -0.99001 6.49629 1.59672  0.21
C -1.24768 6.33194 -0.57919  -0.22
H -1.90185 7.17542 -0.79424  0.22
C -1.55654 5.08408 -1.41359  -0.41
H -1.13882 5.15822 -2.41772  0.20
H -2.63193 4.93321 -1.50939  0.22
C 0.24349 6.65419 -0.73138  -0.41
H 0.55135 6.64794 -1.77648  0.20
H 0.46886 7.63974 -0.32325  0.21
C 0.92609 5.54141 0.08918  -0.42
H 1.64415 4.96809 -0.49254  0.21
H 1.45692 5.95907 0.94560  0.21
H 1.32807 -4.07481 -4.55284  0.25
H 2.29749 -6.34050 -4.65609  0.21
H 2.65157 -7.64293 -2.59691  0.21
H 2.02902 -6.67799 -0.39720  0.23
H -1.26476 -1.20006 0.95346  0.21
H -1.73968 -0.56126 3.22525  0.22
H -2.61142 -0.86689 5.32188  0.18
H -1.29108 0.33838 5.27899  0.18

Entry 3:
ORCA calculation (wB97M-V/def2-TZVPD) on a molecular structure, C29H29N4O10SV in a non-equilibrium geometry.

* <S²>: 0.762
* energy above the lowest of the compared OMol25 structures with the same formula, charge and spin: 0.0000 eV
* highest occupied orbital energy (alpha / beta): -11.366 / -11.366 eV
* spin multiplicity: 2
* frontier orbital gap (alpha / beta): 7.2 / 7.5 eV
* net charge: +1

Each line ends with the Mulliken charge.
Geometry (Å):
V -0.61689 -0.42563 0.77267  0.16
C -4.64811 -1.40135 -1.00468  -0.47
O -4.61477 -1.53895 0.45571  -0.49
C -3.40897 -1.17524 0.82966  0.51
N -2.56444 -0.80566 -0.06088  0.77
C -3.22847 -0.90604 -1.38257  -0.35
C -3.25553 0.37989 -2.17847  0.07
C -3.94997 0.37402 -3.38607  -0.76
C -4.00811 1.51414 -4.17155  -0.68
C -3.37250 2.67726 -3.75577  -0.48
C -2.68548 2.68906 -2.55302  -1.07
C -2.62337 1.54411 -1.76633  0.09
C -3.02604 -1.20669 2.25192  -0.03
C -3.85266 -1.30171 3.35071  -0.81
C -3.27361 -1.15559 4.60734  -0.47
C -1.90885 -0.92134 4.73911  -0.92
C -1.16014 -0.87882 3.58155  0.48
N -1.71676 -1.04027 2.38695  0.68
C 0.28759 -0.60342 3.44424  0.15
N 0.82047 -0.54044 2.27876  0.56
C 2.27079 -0.39657 2.43149  -0.72
C 2.40347 -0.16890 3.96038  -0.53
O 1.07083 -0.52317 4.49246  -0.47
C 2.86177 0.67747 1.54884  0.40
C 2.19601 1.87633 1.31636  -0.34
C 2.76674 2.83863 0.49533  -0.97
C 4.01412 2.62172 -0.07672  -0.42
C 4.69644 1.43921 0.17872  -0.65
C 4.11663 0.46654 0.98538  -0.66
H -5.42121 -0.67783 -1.24356  0.42
H -4.89926 -2.37584 -1.41020  0.31
H -2.68158 -1.65377 -1.94892  0.51
H -4.44437 -0.53190 -3.72708  0.43
H -4.55153 1.49510 -5.10744  0.40
H -3.42296 3.57163 -4.36431  0.41
H -2.20401 3.59566 -2.20746  0.48
H -2.10247 1.58606 -0.82687  0.79
H -4.91636 -1.44704 3.22578  0.60
H -3.89771 -1.19521 5.49061  0.47
H -1.44374 -0.75593 5.70087  0.62
H 2.71968 -1.34550 2.14068  0.72
H 2.59723 0.87009 4.21268  0.38
H 3.12552 -0.82175 4.43704  0.34
H 1.23814 2.06256 1.77433  0.85
H 2.23472 3.76504 0.31194  0.50
H 4.46279 3.38196 -0.70557  0.44
H 5.68214 1.27682 -0.24151  0.50
H 4.64273 -0.46557 1.17376  0.49
O 1.91160 -2.52122 -0.20275  -0.60
C 0.77045 -2.94601 -0.03460  -0.33
O -0.22771 -2.25543 0.39544  -0.30
H 0.56974 -4.02258 -0.09234  0.38
O -0.67378 1.95314 3.43731  -0.56
S -1.59291 2.26917 2.36739  1.18
O -1.43800 3.53420 1.73719  -0.64
O -0.98570 1.16871 1.13707  -0.18
O -2.91965 1.74473 2.53112  -0.56
O -0.22540 -1.03579 -2.53744  -0.65
C 0.59300 -0.37987 -1.92945  -0.26
O 0.54921 0.08473 -0.72290  0.15
C 1.96045 -0.02005 -2.50259  0.46
N 2.96865 -0.39350 -1.41261  0.54
C 4.10438 -1.10354 -2.09085  -0.60
C 3.39621 -1.83286 -3.22389  -0.60
C 2.39647 -0.79032 -3.74526  -0.89
H 1.99840 1.06036 -2.62694  0.49
H 2.50027 -1.04678 -0.76009  -0.22
H 3.25860 0.40896 -0.85910  -0.29
H 4.60819 -1.74024 -1.36853  0.37
H 4.79674 -0.35035 -2.46413  0.42
H 2.87358 -2.70446 -2.82341  0.25
H 4.09409 -2.17140 -3.98623  0.49
H 1.52844 -1.23564 -4.22404  0.35
H 2.87670 -0.11713 -4.45465  0.39